No. 1
{
  "formula": "C9H12Cl2LaN3O3PYb",
  "method": "ωB97M-V/def2-TZVPD",
  "symbols": ["Yb", "La", "Cl", "Cl", "P", "O", "O", "O", "N", "N", "N", "C", "C", "C", "C", "C", "C", "C", "C", "C", "H", "H", "H", "H", "H", "H", "H", "H", "H", "H", "H", "H"],
  "positions_angstrom": [[-2.4428, -1.8695, -1.8855], [0.8842, 0.9746, 0.5549], [-0.9501, 2.5913, -0.1578], [-3.3098, -1.7689, 0.3802], [-0.1009, -1.2525, 1.6939], [0.6495, -3.3234, -3.0699], [0.5621, -0.1680, -2.9135], [0.8805, 3.4267, 3.1585], [-1.5603, -0.1938, 3.7369], [-1.0069, -2.6094, 3.7572], [0.7234, -0.9260, 4.3115], [0.1970, -2.2986, 4.5547], [1.0196, 2.5928, 2.3627], [-0.4169, -0.6215, -2.4706], [1.2383, -0.7734, 2.9059], [-0.3783, -2.9789, -2.6608], [-1.2769, 0.0852, 2.3118], [-0.3596, 0.0564, 4.5692], [-0.6947, -2.8325, 2.3522], [-2.0468, -1.5829, 3.9683], [-0.0794, -2.3651, 5.6202], [2.0903, -1.4554, 2.7731], [0.9813, -3.0314, 4.3145], [0.0200, 1.0695, 4.3666], [0.0994, -3.5924, 2.2522], [-0.6566, -0.0329, 5.6291], [-2.3578, -1.6442, 5.0255], [-2.8958, -1.7838, 3.3010], [-1.5908, -3.1517, 1.7980], [1.6141, 0.2769, 2.8028], [-2.2047, -0.0040, 1.7315], [-0.8827, 1.1321, 2.2087]],
  "atomic_forces_ev_per_a": [[-2.04, -0.39, -0.92], [0.94, 0.71, -3.83], [0.50, -0.70, 0.23], [0.27, 0.06, 0.63], [-0.06, 0.35, -0.73], [-4.62, 1.45, 1.84], [-4.38, -1.98, 2.18], [0.81, -4.18, -3.99], [1.47, -0.51, -0.40], [1.26, 2.69, -1.06], [-0.95, 0.18, -1.46], [0.90, -0.72, 1.34], [-0.65, 6.40, 5.96], [5.04, 3.60, -2.38], [0.06, -1.08, 1.44], [5.38, -3.07, -2.25], [-1.01, -1.00, 0.73], [-0.24, -0.39, 0.46], [-0.52, -1.26, 0.64], [-1.81, 0.09, 0.90], [0.21, -0.02, -0.37], [0.01, 0.26, 0.06], [-0.26, 0.17, 0.24], [-0.20, -0.33, 0.27], [-0.18, 0.24, 0.00], [0.20, 0.19, -0.40], [0.00, 0.01, -0.47], [0.17, 0.02, 0.28], [0.21, 0.18, 0.12], [-0.05, -0.72, 0.47], [0.20, 0.32, 0.11], [-0.65, -0.58, 0.36]],
  "mulliken_spin": [0.000, 0.006, 0.003, 0.000, 0.073, 0.000, 0.000, 0.003, 0.155, 0.640, 0.115, -0.011, -0.001, 0.000, -0.003, 0.000, -0.010, -0.014, 0.004, -0.011, 0.000, 0.000, 0.003, 0.010, 0.008, -0.001, 0.000, 0.003, 0.007, 0.010, -0.001, 0.012],
  "spin_multiplicity": 2,
  "total_charge": 4,
  "homo_ha": [-0.816, -0.815],
  "energy_ha": -3190.47035,
  "lumo_energy_ha": [-0.5493, -0.6169],
  "de_lowest_kcal_mol": 53.1,
  "gap_ha": [0.26620, 0.19857]
}


No. 2
{
  "formula": "C9H12Cl3N",
  "method": "ωB97M-V/def2-TZVPD",
  "symbols": ["Cl", "Cl", "Cl", "N", "C", "C", "C", "C", "C", "C", "C", "C", "C", "H", "H", "H", "H", "H", "H", "H", "H", "H", "H", "H", "H"],
  "positions_angstrom": [[3.7375, 3.3084, -0.9841], [3.8970, -0.2946, -0.0241], [-1.6760, -2.7707, -0.3884], [0.5428, -2.1226, 0.7367], [-2.1377, -0.1954, 1.5821], [-0.2069, -1.9144, -0.2983], [-2.0802, 0.9387, -0.8162], [1.6683, -1.4994, 1.0040], [-1.3887, 0.4777, 0.4828], [2.2730, -0.8066, -0.0271], [1.5829, -0.7823, -1.2893], [0.3437, -1.2360, -1.4384], [-0.2448, 0.9933, 0.8930], [2.1283, -0.2964, -2.1402], [-1.5160, -0.6032, 2.3102], [0.2074, 0.9378, 1.8782], [-0.0830, -1.1246, -2.4622], [1.8992, -1.6442, 2.0144], [-2.8765, 0.5230, 1.9536], [-2.1419, 0.0961, -1.3872], [-1.6693, 1.7704, -1.4054], [-3.0225, 1.3297, -0.3618], [-2.6613, -1.0756, 1.0927], [3.0309, 4.3431, -1.2574], [0.3939, 1.6475, 0.3322]],
  "atomic_forces_ev_per_a": [[-0.11, 0.06, -0.02], [0.55, 0.45, 0.40], [-0.63, -0.46, -0.41], [-2.54, -0.43, 0.95], [-2.74, -1.08, -2.96], [2.18, -0.02, -1.64], [-0.10, 1.73, 3.28], [-0.18, 0.45, -1.81], [1.13, 2.25, 0.65], [-0.86, -0.83, -1.14], [3.25, 1.74, 0.48], [-2.07, -1.00, -0.58], [1.45, 1.10, 0.01], [-0.63, -0.54, 0.89], [1.08, -0.32, 1.35], [-0.54, -0.72, 0.26], [-0.25, -0.33, 1.24], [1.53, 0.17, 1.13], [-0.01, -0.38, 0.27], [-1.12, -2.09, -1.94], [0.52, -0.38, 0.58], [0.04, -0.60, -1.12], [0.01, 1.04, 1.05], [0.07, -0.07, 0.02], [-0.03, 0.27, -0.93]],
  "nbo_charge": [-0.266, 0.038, 0.041, -0.443, -0.650, 0.195, -0.641, 0.013, 0.023, -0.078, -0.192, -0.259, -0.416, 0.235, 0.225, 0.189, 0.242, 0.219, 0.215, 0.210, 0.221, 0.219, 0.212, 0.266, 0.185],
  "homo_ha": -0.329,
  "energy_ha": -1785.39574,
  "lumo_energy_ha": 0.0195,
  "de_lowest_kcal_mol": 0.0,
  "gap_ha": 0.34859,
  "smiles": "Clc1ccc(Cl)nc1.C=C(C)C.Cl"
}


No. 3
{
  "formula": "C9H12ClN",
  "method": "ωB97M-V/def2-TZVPD",
  "symbols": ["Cl", "N", "C", "C", "C", "C", "C", "C", "C", "C", "C", "H", "H", "H", "H", "H", "H", "H", "H", "H", "H", "H", "H"],
  "positions_angstrom": [[0.1981, 4.0665, 2.3580], [0.2235, -0.9448, -2.3302], [-0.8243, 1.5602, 2.3494], [-0.9198, 0.0883, 0.4836], [-0.5461, 1.1395, -0.3447], [1.7785, -1.3889, -0.5067], [-0.4860, 2.4269, 0.2461], [-0.4789, 2.6459, 1.5976], [0.3270, -1.7138, -1.0260], [-0.8578, -1.2353, -0.1642], [-0.9930, 0.2340, 1.8465], [-0.8089, 1.6441, 3.3627], [2.0510, -1.7493, 0.4736], [2.3970, -1.9804, -1.2136], [-1.0317, -1.9405, 0.6650], [2.0080, -0.3363, -0.5899], [0.2370, -1.6092, -3.1251], [-1.2483, -0.4336, 2.4840], [1.0297, -0.3665, -2.5169], [-0.3541, 1.0126, -1.4773], [-0.4284, 3.1606, -0.4851], [0.4414, -2.7536, -1.2888], [-1.7139, -1.5263, -0.7980]],
  "atomic_forces_ev_per_a": [[-0.61, -0.06, -0.33], [-0.20, -1.54, -0.97], [0.34, -2.05, -1.07], [2.07, -0.69, -1.93], [-0.76, 1.97, 0.07], [-0.50, -1.11, -0.94], [0.45, -1.47, -1.79], [0.05, -0.69, -0.11], [2.11, 3.02, -0.30], [-1.28, -3.83, 0.47], [0.83, 7.16, -3.71], [-0.07, 0.37, 2.87], [-0.31, -0.05, 0.50], [0.12, 0.68, 0.36], [0.47, -0.28, -0.11], [0.07, 0.28, 0.06], [-0.25, 0.52, 0.69], [-1.45, -4.75, 3.88], [0.26, 0.08, 0.34], [-0.73, 0.22, 2.28], [0.68, 1.89, -0.76], [-1.21, -0.53, 0.41], [-0.08, 0.87, 0.09]],
  "nbo_charge": [0.002, -0.866, -0.200, -0.019, -0.205, -0.622, -0.214, -0.053, -0.033, -0.441, -0.193, 0.207, 0.213, 0.203, 0.202, 0.206, 0.361, 0.199, 0.355, 0.257, 0.214, 0.201, 0.226],
  "homo_ha": -0.328,
  "energy_ha": -865.02547,
  "lumo_energy_ha": 0.0336,
  "de_lowest_kcal_mol": 44.2,
  "gap_ha": 0.36205,
  "smiles": "C[C@H](N)Cc1ccc(Cl)cc1"
}


No. 4
{
  "formula": "C9H12ClNP",
  "method": "ωB97M-V/def2-TZVPD",
  "symbols": ["Cl", "P", "N", "C", "C", "C", "C", "C", "C", "C", "C", "C", "H", "H", "H", "H", "H", "H", "H", "H", "H", "H", "H", "H"],
  "positions_angstrom": [[-4.0784, 0.2144, -0.0941], [-2.9875, 1.9420, -0.1017], [-1.3932, -1.2850, 0.7716], [-0.5777, -2.1406, -0.1003], [2.1776, 2.0884, 0.3684], [0.8735, -0.2057, -0.6334], [2.0808, 0.1647, -1.1800], [1.1460, 1.5318, 1.0386], [0.1583, -1.3891, -1.2526], [2.6363, 1.3675, -0.7237], [0.3508, 0.4540, 0.4992], [-0.7756, -0.0255, 1.1442], [0.7566, 1.8141, 2.0613], [0.2349, -2.5424, 0.4845], [-1.1758, -2.9559, -0.4589], [2.5418, -0.3093, -2.0194], [3.4725, 1.6588, -1.4324], [-1.6085, -2.0675, 1.4216], [-1.2947, 0.5486, 1.9477], [2.6812, 3.0606, 0.6859], [0.8369, -1.8543, -1.8920], [-0.5886, -1.0812, -2.0741], [-2.2233, -0.9487, 0.3620], [-3.2439, 1.9603, 1.1777]],
  "atomic_forces_ev_per_a": [[-0.44, -0.82, -0.54], [0.64, -0.02, -2.54], [1.44, -1.07, 0.20], [2.31, -0.25, -2.71], [1.40, 1.42, 0.11], [-0.13, -1.27, -1.07], [-0.70, 1.72, 1.18], [-3.02, -0.50, 2.17], [-3.17, 2.31, 0.36], [1.91, -0.29, -2.64], [1.93, -0.14, -0.19], [-0.54, 1.21, 2.02], [0.81, 0.43, -1.30], [-0.03, -0.22, 0.68], [-0.47, -0.31, -0.12], [-0.02, -0.44, -0.31], [-0.80, 0.34, 1.57], [-0.34, 1.68, 0.97], [0.60, -0.89, -0.64], [-0.74, -1.65, -0.33], [1.24, -1.91, -0.21], [0.54, 0.11, 1.44], [-2.23, -0.24, -1.18], [-0.21, 0.80, 3.07]],
  "nbo_charge": [-0.315, 0.451, -0.549, -0.233, -0.231, 0.012, -0.201, -0.136, -0.449, -0.134, -0.136, -0.040, 0.223, 0.229, 0.238, 0.230, 0.237, 0.456, 0.242, 0.258, 0.259, 0.234, 0.451, -0.096],
  "total_charge": 1,
  "homo_ha": [-0.422, -0.440],
  "energy_ha": -1206.08718,
  "lumo_energy_ha": [-0.1719, -0.1783],
  "de_lowest_kcal_mol": 54.7,
  "gap_ha": [0.25029, 0.26128]
}


No. 5
{
  "formula": "C9H12F4S",
  "method": "ωB97M-V/def2-TZVPD",
  "symbols": ["S", "F", "F", "F", "F", "C", "C", "C", "C", "C", "C", "C", "C", "C", "H", "H", "H", "H", "H", "H", "H", "H", "H", "H", "H", "H"],
  "positions_angstrom": [[0.1179, -0.0156, -2.6304], [-2.5335, -0.7775, -2.4977], [-2.2217, -1.9155, -0.1672], [-0.2116, -2.6040, -0.6645], [-1.1325, -2.3767, -3.1045], [-0.4536, -0.3862, -0.1328], [0.7543, 0.4589, 2.0143], [1.3513, 1.2912, -0.4388], [0.7445, -0.0054, -0.8927], [-1.1127, -1.5532, -0.8374], [-1.4436, 0.7785, 0.1078], [1.7336, 1.2632, 1.0340], [-1.2732, -1.2702, -2.2828], [0.1745, -0.7617, 1.2846], [-2.1010, 1.0374, -0.5996], [2.2158, 1.3561, -0.9797], [-2.0719, 0.2913, 0.8838], [1.2601, 0.2567, 2.9840], [1.6490, 2.2734, 1.4288], [2.8086, 1.0273, 1.0874], [-0.0110, 1.1630, 2.2563], [1.0501, -1.4049, 1.1312], [-1.0698, 1.6864, 0.5024], [1.4581, -0.8087, -0.9259], [-0.5016, -1.3046, 2.0467], [0.8198, 2.3005, -0.6075]],
  "atomic_forces_ev_per_a": [[-1.07, -0.42, -0.56], [0.94, -0.17, -0.09], [-0.53, -0.19, -0.58], [-0.61, 0.12, -0.75], [-0.30, 1.16, 1.03], [0.00, 0.96, 2.74], [1.32, 0.53, -1.42], [-1.79, 1.52, 0.81], [-0.84, 0.42, -2.11], [1.61, -1.09, 3.19], [0.59, -2.92, 3.18], [-0.14, -0.08, 1.55], [0.47, 0.56, -2.29], [-0.51, -0.96, 1.58], [-2.13, 0.62, -3.36], [2.46, 0.60, -1.42], [0.00, 0.81, -0.09], [-0.22, -0.36, -0.82], [0.36, 0.26, -0.18], [-0.48, -0.49, 0.45], [-0.74, 0.34, 0.26], [-0.46, -0.27, -0.17], [0.86, 0.56, 0.43], [0.55, -0.15, 0.50], [0.58, 0.67, -1.59], [0.07, -2.04, -0.32]],
  "nbo_charge": [0.161, -0.320, -0.309, -0.338, -0.319, -0.105, -0.396, -0.429, -0.284, 0.601, -0.621, -0.407, 0.544, -0.398, 0.226, 0.216, 0.222, 0.224, 0.211, 0.208, 0.195, 0.213, 0.219, 0.233, 0.229, 0.221],
  "homo_ha": -0.353,
  "energy_ha": -1147.75797,
  "lumo_energy_ha": 0.0236,
  "gap_ha": 0.37685,
  "smiles": "C[C@]12CCCC[C@@H]1SC(F)(F)C2(F)F"
}


No. 6
{
  "formula": "C9H12IN2",
  "method": "ωB97M-V/def2-TZVPD",
  "symbols": ["I", "N", "N", "C", "C", "C", "C", "C", "C", "C", "C", "C", "H", "H", "H", "H", "H", "H", "H", "H", "H", "H", "H", "H"],
  "positions_angstrom": [[-2.9214, 0.1865, -0.5500], [1.4015, 1.3159, -0.9495], [0.1480, -2.0063, 1.8291], [0.2970, 0.8720, 2.1307], [0.1013, 0.2563, 0.8534], [-0.8727, -0.0701, -1.3127], [0.2994, -1.3439, 2.9710], [0.0733, -1.1709, 0.7683], [-0.8998, -0.0790, -2.8405], [-0.3045, -1.6025, -0.6012], [0.2713, 0.0377, 3.1881], [-0.0721, 1.0385, -0.4737], [0.4345, 0.4138, 4.2433], [-1.2096, 0.9518, -3.0447], [0.3308, -2.0099, 3.7876], [1.8044, 1.8926, -0.2168], [0.0902, -0.2166, -3.2561], [0.5633, -2.0543, -1.1486], [2.0807, 0.6051, -1.2164], [-0.4844, 2.1394, -0.4869], [1.3027, 1.8966, -1.8316], [-1.1205, -2.3113, -0.8022], [0.2546, 1.9690, 2.3213], [-1.5681, -0.7106, -3.3619]],
  "atomic_forces_ev_per_a": [[0.65, -0.07, -0.30], [-0.83, 1.56, -2.27], [0.43, 1.91, -1.20], [-1.21, 0.92, -1.92], [0.47, 0.71, 1.08], [0.95, -2.59, 1.36], [-0.68, -0.47, 0.13], [-1.32, 1.26, 0.13], [0.85, 2.47, 1.25], [-0.36, 1.89, -2.43], [1.51, -0.64, 2.37], [-0.32, -1.47, 0.22], [-0.48, -0.51, -1.42], [-0.01, -0.05, -0.70], [0.19, -0.42, 1.18], [0.31, 0.13, 0.01], [0.41, -0.15, -0.07], [-0.47, 0.76, 0.14], [-0.40, -0.77, 0.47], [0.39, -2.41, 0.34], [0.37, -0.47, 1.22], [0.16, 0.22, 0.85], [0.21, -0.87, -0.54], [-0.81, -0.95, 0.09]],
  "nbo_charge": [0.186, -0.710, -0.371, -0.161, -0.148, -0.070, 0.080, 0.208, -0.678, -0.451, -0.251, -0.115, 0.250, 0.220, 0.210, 0.445, 0.210, 0.233, 0.448, 0.265, 0.439, 0.263, 0.234, 0.265],
  "total_charge": 1,
  "homo_ha": -0.464,
  "energy_ha": -757.05232,
  "lumo_energy_ha": -0.1380,
  "de_lowest_kcal_mol": 33.3,
  "gap_ha": 0.32644,
  "smiles": "C[C@@]1(I)Cc2ncccc2[C@H]1[NH3+]"
}